ORCA calculation (the ωB97M-V functional and the def2-TZVPD basis) on an isolated ion of composition C4H9NO2 and charge -2 in a non-equilibrium geometry.

Element x y z (Å)
C (-0.20, -0.01, 0.21)
C (1.20, -0.56, 0.04)
C (2.20, -0.07, 1.14)
O (3.48, 0.09, 0.73)
N (-1.12, -0.34, -0.91)
C (-2.25, 0.63, -1.11)
O (-3.46, 0.16, -0.67)
H (-0.11, 1.08, 0.24)
H (-0.68, -0.27, 1.17)
H (1.24, -1.66, 0.03)
H (1.62, -0.26, -0.92)
H (1.78, 0.86, 1.58)
H (2.12, -0.85, 1.97)
H (-1.59, -1.21, -0.71)
H (-2.29, 0.86, -2.20)
H (-1.94, 1.55, -0.58)

F_max ... 1.34 eV Å⁻¹
E ... -9875.2548 eV
HOMO energy ... 0.600 eV
Frontier orbital gap ... 6.7 eV
SMILES string ... [O-]CCCNC[O-]
Charge ... -2

---

ORCA calculation (the ωB97M-V functional and the def2-TZVPD basis) on one molecule with the formula C4H9NO2.

Element x y z (Å)
C (-1.82, -0.34, -0.77)
C (-1.32, 0.90, -0.04)
C (-0.17, 0.62, 0.92)
O (1.06, 0.55, 0.21)
C (1.64, -0.67, 0.07)
O (1.24, -1.70, 0.55)
N (2.76, -0.54, -0.68)
H (-2.34, -1.00, -0.07)
H (-2.51, -0.08, -1.57)
H (-1.00, -0.92, -1.21)
H (-0.98, 1.66, -0.75)
H (-2.14, 1.35, 0.53)
H (-0.05, 1.43, 1.64)
H (-0.32, -0.32, 1.47)
H (3.29, -1.36, -0.91)
H (3.01, 0.35, -1.08)

F_max ... 0.51 eV Å⁻¹
E ... -9879.8730 eV
HOMO energy ... -10.396 eV
Frontier orbital gap ... 11.3 eV
SMILES string ... CCCOC(N)=O

---

ORCA calculation (the ωB97M-V functional and the def2-TZVPD basis) on one molecule with the formula C4H9NO2.

Element x y z (Å)
C (1.42, -0.63, 1.49)
C (0.94, -1.24, 0.16)
O (-0.28, -1.90, 0.31)
C (-0.48, 1.33, -0.08)
C (-0.13, 0.49, -1.07)
O (0.94, -0.35, -0.96)
N (-0.80, 0.40, -2.27)
H (0.62, -0.10, 2.04)
H (2.24, 0.07, 1.32)
H (1.77, -1.43, 2.15)
H (1.65, -2.00, -0.18)
H (-0.87, -1.38, 0.88)
H (-1.45, 1.81, -0.13)
H (0.26, 1.62, 0.65)
H (-0.64, -0.33, -2.95)
H (-1.59, 1.01, -2.40)

F_max ... 0.74 eV Å⁻¹
E ... -9878.1500 eV
HOMO energy ... -8.019 eV
Frontier orbital gap ... 9.0 eV
SMILES string ... C=C(N)O[C@@H](C)O

---

ORCA calculation (the ωB97M-V functional and the def2-TZVPD basis) on a 2-piece molecular cluster, C4H9NO2 overall.

Element x y z (Å)
C (0.87, -1.10, 1.34)
C (0.65, 2.24, 0.33)
N (0.61, 1.66, -0.79)
C (-0.34, -0.80, 0.50)
O (-1.29, -0.16, 0.89)
O (-0.26, -1.34, -0.72)
C (-1.35, -1.03, -1.58)
H (1.58, -1.75, 0.82)
H (1.37, -0.17, 1.60)
H (0.54, -1.57, 2.27)
H (-0.06, 1.93, 1.10)
H (1.35, 3.04, 0.60)
H (1.33, 2.03, -1.42)
H (-1.12, -1.49, -2.54)
H (-2.28, -1.45, -1.18)
H (-1.45, 0.05, -1.69)

F_max ... 0.48 eV Å⁻¹
E ... -9878.3629 eV
HOMO energy ... -10.070 eV
Frontier orbital gap ... 11.1 eV
SMILES string ... COC(C)=O.C=N

---

ORCA calculation (the ωB97M-V functional and the def2-TZVPD basis) on one molecule with the formula C4H9NO2 in a non-equilibrium geometry.

Element x y z (Å)
C (-0.83, -0.93, -0.70)
C (1.32, 0.65, 0.30)
N (0.84, 1.87, -0.20)
C (-0.02, -0.60, 0.52)
C (-0.06, -1.28, 1.66)
O (0.78, 1.74, -1.64)
O (-1.73, 0.14, -1.02)
H (0.07, 2.35, -1.90)
H (-2.38, 0.21, -0.31)
H (-0.06, 1.13, 0.23)
H (-0.18, -1.02, -1.57)
H (-1.38, -1.87, -0.57)
H (1.97, 0.09, -0.37)
H (1.71, 0.76, 1.31)
H (-0.63, -2.20, 1.76)
H (0.59, -1.05, 2.49)

F_max ... 4.84 eV Å⁻¹
E ... -9873.2120 eV
HOMO energy ... -8.326 eV
Frontier orbital gap ... 9.0 eV
SMILES string ... C=C(CO)CNO

---

ORCA calculation (the ωB97M-V functional and the def2-TZVPD basis) on one molecule with the formula C4H9NO2 in a non-equilibrium geometry.

Element x y z (Å)
C (-1.77, -1.01, -0.46)
C (-0.68, 0.26, -0.43)
O (-1.23, 1.55, -0.54)
C (0.14, 0.24, 0.89)
N (1.50, -0.25, 0.81)
C (2.45, 0.44, 0.12)
O (2.28, 1.54, -0.36)
H (-1.27, -2.00, -0.37)
H (-2.38, -1.10, -1.39)
H (-2.42, -0.87, 0.38)
H (-0.34, -0.24, -1.30)
H (-1.14, 1.92, -1.42)
H (0.15, 1.24, 1.36)
H (-0.41, -0.42, 1.57)
H (1.71, -1.19, 1.11)
H (3.40, -0.12, 0.03)

F_max ... 3.07 eV Å⁻¹
E ... -9877.9390 eV
HOMO energy ... -9.569 eV
Frontier orbital gap ... 10.4 eV
SMILES string ... C[C@@H](O)CNC=O

---

ORCA calculation (the ωB97M-V functional and the def2-TZVPD basis) on a 2-piece molecular cluster, C4H9NO2 overall in a non-equilibrium geometry.

Element x y z (Å)
O (-1.07, -1.69, -0.76)
C (-0.48, -1.90, -1.77)
O (0.62, -2.68, -1.79)
H (-0.75, -1.49, -2.75)
H (0.85, -2.83, -2.72)
C (-0.35, 2.81, 0.18)
C (0.22, 1.63, 0.45)
N (-0.36, 0.52, 1.01)
C (0.47, -0.62, 1.44)
H (-1.40, 2.96, 0.42)
H (0.20, 3.64, -0.23)
H (1.29, 1.55, 0.26)
H (-1.13, 0.73, 1.62)
H (-0.21, -1.44, 1.63)
H (1.14, -0.79, 0.61)
H (0.95, -0.39, 2.39)

F_max ... 1.71 eV Å⁻¹
E ... -9877.8439 eV
HOMO energy ... -7.552 eV
Frontier orbital gap ... 8.1 eV
SMILES string ... C=CNC.O=CO

---

ORCA calculation (the ωB97M-V functional and the def2-TZVPD basis) on one molecule with the formula C4H9NO2 in a non-equilibrium geometry.

Element x y z (Å)
O (3.15, 0.05, 0.19)
C (2.51, 0.98, -0.42)
N (1.19, 1.14, -0.15)
C (0.47, 0.17, 0.62)
C (-0.82, -0.24, -0.17)
C (-1.60, -1.34, 0.53)
O (-1.55, 1.00, -0.50)
H (2.83, 1.36, -1.54)
H (0.49, 1.65, -0.63)
H (0.09, 0.76, 1.41)
H (1.12, -0.66, 0.90)
H (-0.43, -0.55, -1.18)
H (-1.92, -1.08, 1.55)
H (-0.88, -2.22, 0.59)
H (-2.48, -1.89, 0.03)
H (-2.15, 0.87, -1.22)

F_max ... 4.24 eV Å⁻¹
E ... -9877.7906 eV
HOMO energy ... -9.540 eV
Frontier orbital gap ... 10.2 eV
SMILES string ... C[C@@H](O)CNC=O

---

ORCA calculation (the ωB97M-V functional and the def2-TZVPD basis) on one molecule with the formula C4H9NO2 in a non-equilibrium geometry.

Element x y z (Å)
C (-1.09, -0.11, -1.03)
C (-0.65, 0.78, 0.16)
O (-1.68, 1.41, 0.93)
C (0.09, -0.21, 1.06)
C (1.07, -0.92, 0.13)
O (0.84, -1.98, -0.47)
N (2.22, -0.27, -0.10)
H (-2.05, -0.54, -0.75)
H (-0.44, -1.17, -1.10)
H (-1.24, 0.53, -1.92)
H (0.05, 1.58, -0.15)
H (-2.38, 1.70, 0.33)
H (0.61, 0.24, 1.91)
H (-0.64, -0.93, 1.42)
H (2.81, -0.64, -0.83)
H (2.49, 0.55, 0.42)

F_max ... 4.03 eV Å⁻¹
E ... -9878.3724 eV
HOMO energy ... -9.737 eV
Frontier orbital gap ... 10.6 eV
SMILES string ... C[C@@H](O)CC(N)=O

---

ORCA calculation (the ωB97M-V functional and the def2-TZVPD basis) on one molecule with the formula C4H9NO2.

Element x y z (Å)
C (-1.14, 1.60, -0.26)
C (-0.32, 0.39, 0.20)
C (-1.07, -0.84, -0.24)
O (-0.45, -2.03, 0.77)
N (1.02, 0.52, -0.42)
C (2.03, -0.31, -0.19)
O (2.00, -1.29, 0.57)
H (-0.59, 2.54, -0.13)
H (-2.07, 1.66, 0.31)
H (-1.40, 1.48, -1.32)
H (-0.14, 0.48, 1.29)
H (-2.04, -0.76, 0.28)
H (-0.50, -2.79, 0.17)
H (0.54, -1.81, 0.83)
H (1.16, 1.23, -1.13)
H (2.96, -0.06, -0.72)

F_max ... 0.39 eV Å⁻¹
E ... -9876.2351 eV
HOMO energy ... -7.415 eV
Frontier orbital gap ... 8.3 eV

---

ORCA calculation (the ωB97M-V functional and the def2-TZVPD basis) on one molecule with the formula C4H9NO2 in a non-equilibrium geometry.

Element x y z (Å)
C (0.98, 1.00, -0.03)
C (-0.54, 0.22, 0.07)
C (-0.33, -1.17, -0.33)
C (-1.04, 0.42, 1.46)
N (1.75, 0.39, -1.04)
O (1.73, -0.93, -0.95)
O (-0.96, -1.43, -1.46)
H (0.89, 2.12, -0.18)
H (1.38, 0.84, 0.94)
H (-1.05, 0.71, -0.70)
H (-0.10, -1.99, 0.38)
H (-0.44, -0.10, 2.16)
H (-2.02, 0.26, 1.75)
H (-0.85, 1.50, 1.61)
H (1.44, 0.57, -1.98)
H (-0.85, -2.41, -1.70)

F_max ... 3.45 eV Å⁻¹
E ... -9874.8862 eV
HOMO energy (alpha / beta) ... -7.343 / -7.341 eV
Frontier orbital gap (alpha / beta) ... 8.0 / 8.0 eV

---

ORCA calculation (the ωB97M-V functional and the def2-TZVPD basis) on one molecule with the formula C4H9NO2.

Element x y z (Å)
C (-1.75, 0.18, 0.14)
O (-2.23, 0.83, 1.33)
C (-0.23, 0.08, 0.16)
C (0.25, -0.68, -1.06)
C (1.65, -1.22, -0.93)
O (2.39, -0.98, -0.01)
N (0.41, 1.39, 0.26)
H (-2.17, -0.82, 0.17)
H (-2.09, 0.72, -0.73)
H (-2.64, 1.66, 1.07)
H (0.02, -0.50, 1.06)
H (-0.40, -1.54, -1.24)
H (0.23, -0.06, -1.96)
H (1.97, -1.87, -1.76)
H (-0.25, 2.13, 0.43)
H (1.05, 1.42, 1.04)

F_max ... 0.77 eV Å⁻¹
E ... -9878.3350 eV
HOMO energy ... -9.319 eV
Frontier orbital gap ... 10.1 eV
SMILES string ... N[C@@H](CO)CC=O

---

ORCA calculation (the ωB97M-V functional and the def2-TZVPD basis) on one molecule with the formula C4H9NO2 in a non-equilibrium geometry.

Element x y z (Å)
C (0.27, 0.02, 0.16)
C (0.67, 0.61, 1.51)
C (0.67, 0.81, -1.07)
C (0.38, -1.43, 0.07)
N (-1.87, -0.64, -0.82)
O (-1.42, 0.22, 0.20)
O (-0.02, -2.48, 0.40)
H (1.62, -1.05, 0.11)
H (-2.36, -1.42, -0.39)
H (-2.54, -0.12, -1.39)
H (1.74, 0.80, 1.55)
H (1.30, 0.30, -1.79)
H (0.39, -0.05, 2.33)
H (0.12, 1.54, 1.63)
H (1.20, 1.72, -0.80)
H (-0.14, 1.17, -1.71)

F_max ... 7.00 eV Å⁻¹
E ... -9874.4168 eV
HOMO energy ... -8.728 eV
Frontier orbital gap ... 9.4 eV
SMILES string ... CC(C)(C=O)ON

---

ORCA calculation (the ωB97M-V functional and the def2-TZVPD basis) on one molecule with the formula C4H9NO2.

Element x y z (Å)
C (0.00, -0.20, -2.34)
N (-0.86, 0.68, -1.60)
C (-1.29, 0.95, -0.46)
O (-1.10, 0.56, 0.83)
C (-0.42, -0.59, 1.34)
C (0.97, -0.17, 1.81)
O (1.82, 0.04, 0.69)
H (0.47, 0.39, -3.15)
H (0.79, -0.75, -1.79)
H (-0.68, -0.92, -2.83)
H (-2.05, 1.74, -0.38)
H (-1.04, -0.90, 2.20)
H (-0.38, -1.40, 0.61)
H (0.87, 0.73, 2.44)
H (1.43, -0.96, 2.43)
H (1.46, 0.79, 0.19)

F_max ... 0.68 eV Å⁻¹
E ... -9877.3027 eV
HOMO energy ... -9.193 eV
Frontier orbital gap ... 10.1 eV
SMILES string ... C/N=C\OCCO

---

ORCA calculation (the ωB97M-V functional and the def2-TZVPD basis) on C4H9NO2 as an isolated structure in a non-equilibrium geometry.

Element x y z (Å)
O (-1.40, -1.18, 1.27)
C (-1.41, -1.35, 0.06)
N (-0.87, -0.51, -0.88)
C (-0.40, 0.72, -0.46)
C (1.27, 0.59, -0.39)
C (1.56, -0.40, 0.81)
O (1.83, 1.71, -0.13)
H (-1.92, -2.20, -0.41)
H (-3.15, 2.25, -2.21)
H (-0.60, 1.51, -1.22)
H (-0.73, 1.02, 0.52)
H (1.64, 0.09, -1.35)
H (1.22, -1.39, 0.55)
H (2.65, -0.55, 0.95)
H (1.18, 0.05, 1.76)
H (-3.56, 1.95, -1.62)

F_max ... 6.57 eV Å⁻¹
E ... -9873.1507 eV
HOMO energy ... -9.928 eV
Frontier orbital gap ... 6.5 eV

---

ORCA calculation (the ωB97M-V functional and the def2-TZVPD basis) on a 2-piece molecular cluster, C4H9NO2 overall in a non-equilibrium geometry.

Element x y z (Å)
N (-1.58, -1.31, 0.14)
C (-1.41, -0.70, -1.07)
O (-2.33, -0.50, -1.84)
C (0.01, -0.28, -1.35)
C (0.65, 1.42, 0.87)
C (1.58, 0.28, 1.07)
O (1.24, -0.85, 1.35)
H (-2.48, -1.69, 0.37)
H (-0.81, -1.42, 0.79)
H (0.45, -0.87, -2.15)
H (0.02, 0.77, -1.65)
H (1.00, 2.23, 0.21)
H (-0.40, 1.18, 0.68)
H (2.63, 0.60, 1.13)
H (0.81, 1.63, 1.94)
H (0.61, -0.49, -0.49)

F_max ... 1.47 eV Å⁻¹
E ... -9878.4875 eV
HOMO energy ... -9.580 eV
Frontier orbital gap ... 10.3 eV
SMILES string ... CC(N)=O.CC=O

---

ORCA calculation (the ωB97M-V functional and the def2-TZVPD basis) on one molecule with the formula C4H9NO2.

Element x y z (Å)
C (-2.37, -0.19, -0.47)
C (-1.29, 0.84, -0.15)
C (-0.20, 0.27, 0.76)
O (1.08, 0.44, 0.13)
C (1.97, -0.56, 0.30)
O (1.77, -1.57, 0.93)
N (3.14, -0.25, -0.33)
H (-2.84, -0.56, 0.45)
H (-3.16, 0.23, -1.10)
H (-1.95, -1.05, -1.00)
H (-0.82, 1.18, -1.08)
H (-1.75, 1.72, 0.31)
H (-0.16, 0.79, 1.73)
H (-0.35, -0.79, 0.96)
H (3.79, -1.00, -0.44)
H (3.15, 0.50, -1.00)

F_max ... 0.42 eV Å⁻¹
E ... -9879.7510 eV
HOMO energy ... -10.417 eV
Frontier orbital gap ... 11.3 eV
SMILES string ... CCCOC(N)=O

---

ORCA calculation (the ωB97M-V functional and the def2-TZVPD basis) on one molecule with the formula C4H9NO2.

Element x y z (Å)
C (-1.26, 0.17, 0.84)
C (0.22, -1.51, -0.31)
C (-0.14, 0.79, -1.27)
C (0.04, -0.03, 0.01)
N (1.14, 0.54, 0.80)
O (-1.13, 1.09, 1.79)
O (-2.27, -0.42, 0.61)
H (1.06, -1.66, -0.98)
H (0.38, -2.08, 0.60)
H (-0.69, -1.89, -0.79)
H (0.71, 0.64, -1.93)
H (-0.22, 1.85, -1.03)
H (-1.04, 0.48, -1.78)
H (-0.20, 1.39, 1.78)
H (1.91, 0.80, 0.20)
H (1.48, -0.14, 1.47)

F_max ... 0.54 eV Å⁻¹
E ... -9879.8086 eV
HOMO energy ... -9.874 eV
Frontier orbital gap ... 10.6 eV
SMILES string ... CC(C)(N)C(=O)O

---

ORCA calculation (the ωB97M-V functional and the def2-TZVPD basis) on one molecule with the formula C4H9NO2 in a non-equilibrium geometry.

Element x y z (Å)
O (0.25, -2.48, -0.46)
C (-0.74, -1.86, -0.06)
C (-0.70, -0.38, 0.21)
C (0.37, 0.21, -0.71)
C (0.43, 1.73, -0.74)
O (1.59, -0.28, -0.41)
N (-0.40, 0.02, 1.65)
H (-1.53, -2.51, 0.25)
H (-1.80, 0.09, 0.00)
H (-0.02, -0.16, -1.82)
H (0.96, 2.14, -1.62)
H (-0.53, 2.20, -1.09)
H (0.55, 2.26, 0.19)
H (1.62, -0.50, 0.54)
H (0.60, 0.21, 1.76)
H (-0.65, -0.67, 2.33)

F_max ... 4.45 eV Å⁻¹
E ... -9876.7717 eV
HOMO energy ... -9.446 eV
Frontier orbital gap ... 10.0 eV
SMILES string ... C[C@@H](O)[C@H](N)C=O

---

ORCA calculation (the ωB97M-V functional and the def2-TZVPD basis) on one molecule with the formula C4H9NO2 in a non-equilibrium geometry.

Element x y z (Å)
C (0.73, -1.24, 0.44)
C (-0.69, -0.61, 0.47)
O (-1.52, -0.92, 1.59)
C (-0.39, 0.89, 0.47)
C (0.61, 1.10, -0.65)
O (1.84, 1.07, -0.53)
N (0.08, 1.22, -1.88)
H (1.04, -1.34, 1.47)
H (1.60, -0.43, 0.08)
H (0.66, -2.25, 0.00)
H (-1.28, -0.86, -0.44)
H (-1.33, -1.82, 1.88)
H (-1.27, 1.53, 0.35)
H (0.10, 1.12, 1.42)
H (0.73, 1.20, -2.65)
H (-0.90, 1.33, -2.03)

F_max ... 4.06 eV Å⁻¹
E ... -9878.3443 eV
HOMO energy ... -9.724 eV
Frontier orbital gap ... 10.5 eV
SMILES string ... C[C@@H](O)CC(N)=O